{"formula": "C23H28N11O4Os", "method": "ωB97M-V/def2-TZVPD", "e_tot_ha": -1886.172962, "s2": 6.034, "gap_ev": [6.45, 4.32], "total_charge": 3, "spin_multiplicity": 5, "elements": ["Os", "O", "C", "O", "C", "C", "N", "N", "C", "C", "O", "O", "H", "H", "H", "C", "N", "C", "N", "C", "N", "C", "N", "C", "C", "H", "H", "H", "H", "H", "H", "H", "H", "H", "H", "H", "H", "N", "N", "H", "H", "H", "H", "N", "C", "C", "C", "C", "C", "C", "N", "C", "C", "C", "C", "N", "C", "C", "H", "H", "H", "H", "H", "H", "H", "H", "H"], "coordinates": [[0.337422, 0.677301, 0.290999], [-5.216134, -4.560062, -0.985174], [-4.477832, -3.437829, -1.021917], [-4.901302, -2.452982, -1.532778], [-3.130205, -3.487068, -0.350034], [-2.654508, -4.504838, 0.443593], [-1.488169, -4.098643, 0.968223], [-1.148795, -2.868983, 0.577231], [-2.127300, -2.481323, -0.239221], [-1.987378, -1.174180, -0.956599], [-2.486660, -0.922521, -1.994165], [-1.199382, -0.223417, -0.339655], [-4.799790, -5.325613, -0.582218], [-3.051962, -5.481184, 0.677386], [-0.884539, -4.624427, 1.576358], [-0.483476, 1.360217, -2.587072], [-0.434803, 2.226231, -3.713068], [0.926839, 2.310351, -4.246295], [1.829292, 2.861644, -3.217207], [1.838852, 2.016406, -2.070513], [0.442525, 1.885357, -1.451517], [-0.038404, 3.314217, -1.145187], [-0.009738, 4.132631, -2.310462], [-0.894742, 3.570707, -3.348928], [1.355291, 4.204016, -2.845757], [-0.149361, 0.360519, -2.861027], [-1.495189, 1.297062, -2.199075], [0.937032, 2.965663, -5.113218], [1.272031, 1.322074, -4.552001], [2.507285, 2.440173, -1.319577], [2.179635, 1.016865, -2.346991], [0.620487, 3.739357, -0.384775], [-1.056195, 3.251122, -0.759811], [-0.858762, 4.211806, -4.225644], [-1.921184, 3.532590, -2.984357], [2.022776, 4.639162, -2.099130], [1.359101, 4.837651, -3.728519], [0.858410, -0.262087, 3.185212], [-0.027756, -0.435570, 2.062001], [1.601985, -0.945670, 3.115811], [0.351572, -0.430568, 4.046622], [-0.953126, -0.111234, 2.342917], [-0.204160, -1.426821, 1.779083], [5.498789, 4.476278, 3.594882], [6.844052, 4.727044, 3.834345], [7.510628, 5.767468, 4.402829], [8.942159, 5.713314, 4.361709], [9.644582, 4.664669, 3.747043], [8.971561, 3.622369, 3.169190], [7.529955, 3.673400, 3.167419], [6.658415, 2.870532, 2.557467], [5.443420, 3.367334, 2.838518], [4.219581, 2.761435, 2.286025], [4.351503, 1.669800, 1.427848], [3.229068, 1.115877, 0.858403], [1.984509, 1.591357, 1.094874], [1.853498, 2.624765, 1.953596], [2.935886, 3.226368, 2.558307], [4.730054, 5.017984, 3.960669], [6.996845, 6.623459, 4.825222], [9.502993, 6.523297, 4.813286], [10.725577, 4.680951, 3.744836], [9.489548, 2.770531, 2.747638], [5.333256, 1.271109, 1.208584], [3.312523, 0.268685, 0.190719], [0.849024, 2.966678, 2.159048], [2.746529, 4.045773, 3.239929]], "forces_ev_per_angstrom": [[-1.49, -0.60, -1.28], [-0.07, 0.20, -0.11], [0.22, -0.29, 0.08], [0.03, 0.40, -0.03], [-0.10, 0.08, -0.07], [0.01, -0.08, 0.05], [-0.06, 0.15, -0.08], [0.09, 0.18, 0.09], [0.09, 0.14, 0.19], [-0.49, -0.79, -0.16], [-0.10, 0.12, -0.34], [0.86, 0.41, 0.86], [0.16, -0.06, 0.02], [0.02, 0.07, 0.03], [0.09, -0.04, 0.04], [-0.08, 0.12, -0.33], [0.08, 0.15, -0.10], [-0.03, 0.01, 0.20], [-0.05, 0.15, -0.17], [0.05, 0.03, -0.12], [0.05, -0.30, 0.42], [-0.06, 0.08, -0.08], [0.01, 0.12, -0.22], [0.15, -0.12, 0.12], [-0.10, -0.22, 0.04], [0.11, -0.02, 0.10], [0.01, 0.06, 0.11], [0.01, 0.02, -0.03], [-0.01, -0.01, 0.05], [-0.06, 0.02, 0.06], [-0.07, -0.05, 0.04], [0.06, -0.07, 0.03], [-0.02, -0.08, 0.03], [-0.02, 0.03, -0.03], [0.02, -0.04, 0.04], [0.00, -0.03, 0.02], [0.01, 0.04, -0.02], [0.07, 0.21, -0.05], [-0.13, -0.42, 0.00], [0.00, -0.09, 0.01], [-0.04, -0.17, 0.04], [-0.05, 0.09, 0.08], [0.12, 0.21, 0.04], [-0.07, -0.10, 0.05], [0.28, 0.15, -0.13], [0.01, 0.17, 0.08], [-0.16, 0.05, -0.06], [0.00, -0.05, 0.06], [-0.14, -0.09, 0.02], [0.06, 0.03, 0.04], [-0.01, -0.24, -0.01], [0.05, 0.12, -0.05], [-0.12, -0.09, -0.03], [0.21, 0.08, 0.07], [-0.16, -0.03, -0.02], [0.90, 0.44, 0.58], [-0.06, -0.13, -0.08], [0.11, 0.12, 0.10], [-0.01, 0.01, -0.06], [0.13, -0.04, 0.09], [-0.07, -0.01, 0.02], [-0.01, 0.00, 0.05], [-0.07, 0.05, -0.13], [-0.05, -0.02, -0.03], [-0.02, 0.01, -0.04], [-0.03, 0.01, -0.01], [-0.02, -0.01, -0.05]]}


{"formula": "C23H28N2O2PtS2Si", "method": "ωB97M-V/def2-TZVPD", "e_tot_ha": -2358.366557, "s2": 2.007, "gap_ev": [7.01, 6.98], "spin_multiplicity": 3, "elements": ["Pt", "C", "C", "C", "C", "C", "C", "C", "S", "O", "O", "N", "C", "C", "C", "C", "C", "C", "C", "C", "N", "C", "H", "H", "H", "H", "H", "H", "H", "H", "H", "H", "H", "H", "H", "C", "S", "C", "H", "H", "H", "H", "H", "H", "C", "Si", "C", "C", "C", "C", "H", "H", "H", "H", "H", "H", "H", "H", "H"], "coordinates": [[-1.031114, -0.992764, -0.048949], [5.558071, 1.680001, -1.865165], [4.487971, 0.625494, -1.800020], [4.816817, -0.724735, -1.800196], [3.830170, -1.700732, -1.767727], [2.499652, -1.319742, -1.735457], [2.146146, 0.025301, -1.738504], [3.140303, 0.985223, -1.766744], [1.225938, -2.544576, -1.655766], [1.858067, -3.830639, -1.781981], [0.187039, -2.175266, -2.583648], [0.566076, -2.346712, -0.188005], [1.245304, -2.643781, 0.988881], [2.390774, -3.396217, 1.133093], [2.958009, -3.609507, 2.406134], [2.404734, -3.097690, 3.543775], [1.227597, -2.320715, 3.444786], [0.586098, -1.732211, 4.557003], [-0.534947, -0.972008, 4.381773], [-1.032395, -0.788653, 3.081271], [-0.460820, -1.333268, 2.035050], [0.659914, -2.097065, 2.176280], [6.498118, 1.316147, -1.451757], [5.264333, 2.574642, -1.316562], [5.743576, 1.975157, -2.900184], [5.858773, -1.020841, -1.825124], [4.083093, -2.751964, -1.777126], [1.102478, 0.316357, -1.717493], [2.867413, 2.033871, -1.763040], [2.845938, -3.848573, 0.265860], [3.858693, -4.206673, 2.470112], [2.849045, -3.269999, 4.515315], [1.001394, -1.887843, 5.545353], [-1.041007, -0.505015, 5.214470], [-1.904738, -0.175972, 2.889330], [-4.459175, -0.644427, -0.626071], [-3.281691, -1.916685, -0.157484], [-3.136035, -2.785717, -1.729608], [-5.408744, -1.122593, -0.860143], [-4.078330, -0.072869, -1.469994], [-4.575153, 0.030411, 0.218557], [-2.748396, -2.113251, -2.492734], [-4.110996, -3.177445, -2.016542], [-2.431668, -3.602591, -1.590486], [-4.631406, 3.700896, 0.008013], [-2.803836, 3.721534, -0.409611], [-1.901149, 4.842665, 0.785288], [-2.569370, 4.331611, -2.162550], [-2.156322, 2.020729, -0.273587], [-1.736582, 0.877508, -0.189797], [-5.059941, 4.704791, -0.042390], [-4.795439, 3.315177, 1.016339], [-5.182211, 3.066185, -0.689441], [-2.239779, 5.876651, 0.687680], [-0.826021, 4.816612, 0.598197], [-2.068149, 4.526223, 1.816615], [-2.900181, 5.367385, -2.268920], [-3.137937, 3.719651, -2.865250], [-1.518015, 4.278488, -2.451114]], "forces_ev_per_angstrom": [[0.27, 0.45, -0.17], [0.00, 0.00, 0.00], [0.00, 0.00, 0.00], [0.00, 0.00, 0.00], [0.00, -0.01, 0.01], [-0.02, 0.01, -0.02], [0.00, 0.00, 0.00], [0.00, 0.00, 0.00], [-0.06, -0.04, 0.01], [-0.01, -0.02, -0.04], [0.01, 0.00, 0.01], [0.00, -0.09, 0.14], [-0.08, 0.00, 0.00], [0.01, 0.00, 0.02], [0.01, -0.01, -0.02], [-0.01, 0.01, 0.01], [0.02, -0.01, 0.00], [0.00, 0.00, -0.01], [0.00, 0.00, 0.00], [0.00, 0.01, -0.01], [0.02, -0.04, 0.03], [-0.02, 0.00, -0.06], [0.00, 0.00, 0.00], [0.00, 0.00, 0.00], [0.00, 0.00, 0.00], [0.00, 0.00, 0.00], [0.00, 0.00, 0.00], [0.00, -0.01, 0.00], [0.00, 0.00, 0.00], [0.00, 0.00, -0.01], [0.00, 0.00, 0.00], [0.00, 0.00, 0.00], [0.00, 0.00, 0.00], [0.01, 0.00, 0.00], [0.00, 0.00, -0.01], [0.06, 0.06, -0.04], [-0.06, -0.23, 0.04], [-0.03, 0.01, -0.01], [-0.01, 0.01, -0.01], [-0.01, -0.01, 0.00], [0.02, -0.02, 0.01], [0.01, -0.01, 0.00], [0.00, 0.00, 0.01], [0.01, 0.01, 0.01], [0.00, 0.03, 0.00], [-0.03, -0.02, -0.02], [0.02, -0.01, 0.00], [0.01, 0.01, 0.00], [0.01, -0.03, 0.03], [-0.15, -0.02, 0.06], [0.00, 0.00, 0.00], [0.00, 0.00, 0.00], [0.00, -0.01, 0.00], [0.00, 0.00, 0.00], [0.00, 0.01, 0.00], [0.00, 0.00, 0.00], [-0.01, 0.00, 0.00], [0.00, -0.01, 0.00], [0.00, 0.01, 0.00]]}


{"formula": "C23H28N2O4S", "method": "ωB97M-V/def2-TZVPD", "e_tot_ha": -1701.902752, "e_above_lowest_ev": 1.4392, "gap_ev": 9.00, "smiles": "CCOc1ccc(N(CC(=O)N[C@H]2C[C@@H]3CC[C@H]2C3)S(=O)(=O)c2ccccc2)cc1", "elements": ["C", "C", "O", "C", "C", "C", "C", "N", "C", "C", "O", "N", "C", "C", "C", "C", "C", "C", "C", "S", "O", "O", "C", "C", "C", "C", "C", "C", "C", "C", "H", "H", "H", "H", "H", "H", "H", "H", "H", "H", "H", "H", "H", "H", "H", "H", "H", "H", "H", "H", "H", "H", "H", "H", "H", "H", "H", "H"], "coordinates": [[6.863976, 3.487890, 0.219187], [5.853295, 2.473074, -0.291542], [4.691882, 2.586099, 0.508150], [3.617938, 1.805474, 0.230142], [2.495388, 1.999664, 1.039982], [1.346774, 1.267907, 0.839227], [1.293291, 0.311158, -0.170660], [0.113872, -0.452547, -0.314845], [-0.431210, -0.708138, -1.633351], [-1.711866, 0.129257, -1.828355], [-1.826244, 0.938145, -2.726009], [-2.641894, -0.152189, -0.910561], [-3.880960, 0.573100, -0.761020], [-5.078836, -0.384976, -0.588590], [-5.642027, -0.002777, 0.784290], [-6.309316, 1.372237, 0.662044], [-5.110039, 2.327285, 0.493304], [-3.903798, 1.383276, 0.549042], [-4.368724, 0.335399, 1.559313], [-0.100289, -1.621930, 0.852660], [-1.393978, -2.212924, 0.624103], [0.155087, -1.041702, 2.132763], [1.176491, -2.812222, 0.470158], [0.887339, -3.903517, -0.325467], [1.914399, -4.753932, -0.702153], [3.211424, -4.495492, -0.287042], [3.487738, -3.397503, 0.513577], [2.464439, -2.545994, 0.895401], [2.412594, 0.100820, -0.963932], [3.563962, 0.846906, -0.776598], [7.098559, 3.285455, 1.260440], [7.774612, 3.432764, -0.370316], [6.450823, 4.489918, 0.146531], [6.265592, 1.456889, -0.217325], [5.608107, 2.677349, -1.342878], [2.551199, 2.742541, 1.819365], [0.483990, 1.412793, 1.467554], [0.280753, -0.428312, -2.411235], [-0.678728, -1.768725, -1.726400], [-2.424450, -0.852996, -0.210860], [-3.966882, 1.215907, -1.640545], [-5.815247, -0.273374, -1.382906], [-4.729014, -1.417810, -0.588602], [-6.285904, -0.765899, 1.218644], [-6.994339, 1.414466, -0.183749], [-6.875147, 1.606136, 1.564191], [-5.146134, 2.878168, -0.445547], [-5.065334, 3.051518, 1.306781], [-2.957377, 1.879512, 0.756252], [-4.568555, 0.756260, 2.543068], [-3.684201, -0.505263, 1.658268], [-0.134648, -4.083190, -0.620476], [1.703175, -5.614696, -1.318175], [4.010947, -5.157285, -0.584818], [4.498355, -3.204813, 0.839576], [2.639968, -1.689104, 1.525958], [2.397576, -0.652407, -1.738577], [4.411599, 0.662361, -1.417410]], "forces_ev_per_angstrom": [[-0.37, -0.26, -0.06], [0.37, 0.04, -0.17], [-0.17, 0.05, 0.13], [-0.21, -0.11, 0.05], [0.19, 0.04, -0.04], [0.17, 0.07, -0.15], [0.60, 0.52, 0.08], [-0.16, -0.74, 0.79], [-0.44, 0.09, -0.46], [0.38, -0.37, -0.03], [0.07, 0.24, -0.31], [-0.35, -0.17, 0.31], [0.13, 0.28, -0.17], [-0.15, -0.04, 0.04], [-0.27, -0.18, 0.03], [-0.19, -0.08, 0.06], [0.12, 0.11, 0.00], [0.15, 0.22, -0.11], [-0.01, 0.01, 0.01], [0.14, -0.16, -0.04], [0.20, -0.24, -0.29], [0.34, 0.03, -0.10], [-0.52, 0.41, 0.19], [-0.17, -0.13, -0.09], [-0.02, 0.03, -0.02], [0.02, -0.02, -0.01], [-0.03, 0.03, 0.01], [0.14, 0.04, 0.17], [-0.29, 0.02, 0.08], [0.30, 0.16, -0.02], [0.07, 0.00, 0.09], [0.10, 0.01, -0.05], [0.01, 0.11, -0.02], [-0.10, 0.08, -0.05], [-0.01, -0.09, 0.11], [-0.01, 0.10, 0.10], [-0.09, 0.06, 0.06], [-0.10, -0.04, 0.14], [0.03, 0.06, -0.16], [-0.03, 0.08, -0.17], [-0.02, -0.05, 0.14], [-0.04, -0.05, -0.05], [0.00, -0.04, -0.04], [0.00, -0.02, 0.02], [-0.08, -0.01, -0.01], [-0.04, 0.01, 0.00], [0.03, 0.08, -0.02], [0.01, 0.04, -0.01], [0.05, 0.00, -0.03], [0.02, 0.01, 0.11], [0.06, -0.11, 0.07], [-0.10, -0.08, -0.07], [-0.03, -0.07, -0.04], [0.07, -0.06, -0.02], [0.08, 0.03, 0.04], [0.13, 0.08, 0.09], [-0.02, -0.08, -0.06], [0.09, 0.02, -0.04]]}


{"formula": "C23H28N2O6S", "method": "ωB97M-V/def2-TZVPD", "e_tot_ha": -1851.569275, "e_above_lowest_ev": 23.3497, "gap_ev": 7.45, "elements": ["C", "H", "O", "C", "C", "C", "C", "C", "C", "C", "N", "C", "O", "C", "C", "C", "N", "S", "O", "O", "C", "C", "C", "C", "C", "C", "H", "H", "O", "C", "C", "H", "H", "C", "H", "H", "O", "H", "H", "H", "C", "C", "H", "H", "H", "H", "H", "H", "H", "H", "H", "H", "H", "H", "H", "H", "H", "H", "H", "H"], "coordinates": [[-7.088864, 3.547870, 0.311811], [-7.107591, 4.250221, 1.040193], [-6.290567, 2.402353, 0.558553], [-6.076595, 1.450249, -0.351443], [-6.793986, 1.383721, -1.690754], [-6.526975, 0.265979, -2.276137], [-5.572668, -0.628990, -1.840527], [-4.918853, -0.733431, -0.880902], [-5.040117, 0.379654, -0.040764], [-4.320395, 0.643497, 1.277454], [-2.924881, -0.190933, 1.311315], [-2.532929, -1.213758, 1.902025], [-3.370328, -1.442690, 2.637370], [-1.257174, -1.697317, 1.723409], [-0.156710, -0.606468, 1.772520], [1.292282, -1.004140, 1.555924], [1.184766, -1.415991, 0.084499], [1.213968, -0.306843, -1.030179], [0.950586, -1.172559, -2.353120], [0.239673, 0.647416, -0.668566], [2.852081, 0.255759, -0.978244], [4.011330, -0.561065, -0.981146], [5.193829, -0.147717, -0.921565], [5.470120, 1.282121, -0.422076], [4.273486, 1.815660, -0.484397], [2.917986, 1.573639, -0.474737], [2.137772, 2.386143, -0.361546], [4.436769, 2.925279, 0.016414], [6.685009, 1.938490, -0.339246], [7.758893, 1.167652, -0.494574], [7.745260, -0.261239, 0.342929], [7.217590, 0.070216, 1.117577], [8.742490, -0.438064, 0.680264], [7.141735, -1.213548, -0.474320], [7.909918, -1.822395, -0.977325], [6.581582, -2.165488, 0.428868], [6.166556, -0.990278, -1.553391], [8.591010, 1.879956, 0.021283], [7.973858, 0.788744, -1.560355], [3.834973, -1.623878, -1.362945], [0.172417, -2.504078, 0.011807], [-1.020605, -2.136777, 0.455247], [-1.781556, -2.933476, 0.092904], [-1.366777, -1.231916, -0.531212], [0.620743, -3.577320, 0.484417], [0.164818, -2.876915, -1.183899], [1.466821, -1.776054, 2.107697], [1.825949, -0.121448, 1.484200], [-0.417807, 0.204678, 1.265932], [0.000097, -0.353379, 3.021728], [-1.102143, -2.533536, 2.317201], [-2.388598, 0.265738, 0.467991], [-4.993852, 0.031099, 2.081158], [-4.236683, 1.787515, 1.589999], [-4.332138, -1.312871, -0.407860], [-5.572533, -1.679815, -2.328527], [-7.152066, 0.097120, -3.275936], [-7.401051, 2.042005, -1.724394], [-8.100229, 3.056863, 0.257286], [-6.929696, 4.134745, -0.449884]], "forces_ev_per_angstrom": [[-3.36, -5.94, 1.48], [0.41, 1.26, 3.38], [1.55, 1.09, 1.04], [2.03, -3.03, -2.39], [8.83, -4.72, 8.03], [-1.86, -2.14, -5.81], [-8.90, -5.72, -15.76], [5.17, 6.65, 12.93], [-2.54, 6.05, 1.54], [-0.21, -3.03, 2.61], [-0.64, 12.18, -10.63], [0.48, 2.25, -0.93], [-6.34, -7.52, 9.81], [4.78, 1.41, 1.69], [1.50, -1.92, 9.76], [-4.96, 3.27, -6.94], [1.54, -3.59, 2.54], [-1.29, -6.52, -6.33], [1.28, 3.91, 4.43], [-0.49, 3.00, -0.49], [-1.75, 1.92, 2.64], [-8.00, -4.20, -2.45], [8.31, 3.28, -0.44], [0.78, -5.30, -3.29], [0.32, 10.08, 5.27], [0.47, -2.33, -2.59], [1.02, -1.55, -0.16], [-0.26, -1.85, -1.61], [-4.88, 0.44, 0.37], [5.81, -2.07, 0.75], [1.66, 5.80, -2.26], [-2.37, 0.67, 3.69], [0.61, -0.62, -0.12], [-2.04, -8.54, -0.79], [-0.34, 0.16, 0.10], [1.36, 2.59, -2.78], [0.52, 2.00, 4.04], [-1.31, -2.03, -1.81], [-0.15, 1.47, 1.19], [0.35, 1.56, 0.55], [8.87, -5.84, -5.66], [-9.61, 0.12, -8.70], [0.95, 0.80, 0.79], [0.72, -2.19, 3.15], [-0.78, 2.98, -0.52], [-0.13, 1.28, 3.32], [2.28, -4.44, 3.29], [1.78, 1.39, 1.12], [-1.07, 3.28, -1.80], [-1.13, 0.13, -3.05], [0.52, -1.32, 2.01], [-0.82, -1.38, 2.09], [1.78, 1.92, -1.44], [0.26, -2.72, -0.79], [4.21, -5.52, 1.83], [-0.37, 1.81, -0.67], [1.69, -0.22, 2.12], [-8.03, 8.03, -1.94], [0.31, 1.28, -0.21], [1.49, 2.19, -5.18]]}